# C4H8N

2 unconnected molecules or ions with the total composition C4H8N at a distorted geometry (ωB97M-V with the def2-TZVPD basis set, OMol25).

The geometry in XYZ format:
```
13
C4H8N, DFT ωB97M-V with the def2-TZVPD basis set
H 4.26 0.40 0.19
C 3.43 -0.27 0.02
H -2.84 1.04 -0.57
C -2.33 0.49 0.18
H 3.20 -0.91 0.92
C -1.70 -0.85 -0.32
N -0.88 0.26 0.05
H -1.67 -1.19 -1.33
H 2.98 -0.58 -0.94
H -1.80 -1.66 0.46
H -2.79 0.24 1.10
C 0.14 0.99 -0.05
H 0.02 2.04 0.30
```

**LUMO level (alpha / beta)**: -7.09 / -4.75 eV
**E**: -5753.772 eV
**Total charge**: +1
**Frontier orbital gap (alpha / beta)**: 5.4534 / 10.7054 eV
**Energy relative to the best compared isomer or geometry (same formula, charge and spin)**: 587.81 kJ/mol